# 1
The ion C4H12N2O with charge +1 in a non-equilibrium geometry, computed with the ωB97M-V functional and the def2-TZVPD basis.

The energy relative to the best compared isomer or geometry (same formula, charge and spin) is 239.0 kJ/mol. The electronic energy comes out at -9359.940 eV. As for the multiplicity: 2. The total charge is +1. The value obtained for the LUMO energy (spin up / spin down) is -2.785 / -8.733 eV.

Last column: Mulliken spin population.
Positions of all 19 atoms, in Å:
O (-1.3373, 2.4048, -1.3463)  0.006
N (0.4009, -2.3367, 0.4546)  0.209
N (-0.6181, 0.1595, 1.6440)  0.578
C (-0.7278, 1.8822, -0.1520)  0.034
C (0.7397, -1.5310, -0.6715)  0.027
C (0.7423, -0.0375, -0.3730)  0.104
C (-0.6356, 0.4386, 0.1819)  0.043
H (1.6734, 0.1045, 0.2921)  -0.001
H (-1.2826, 3.3667, -1.2648)  0.001
H (-0.1794, -3.0792, 0.0968)  -0.006
H (0.9056, 0.5280, -1.2220)  0.001
H (-1.3431, 2.2993, 0.7203)  0.004
H (1.7113, -1.9085, -1.1755)  0.049
H (0.2901, 2.3669, -0.0197)  0.003
H (-0.1830, -0.7590, 1.6229)  -0.028
H (0.0954, -1.7554, -1.4961)  -0.001
H (0.1549, 0.6665, 2.0566)  -0.011
H (1.1036, -2.7805, 0.9775)  -0.005
H (-1.5101, -0.0289, -0.3260)  -0.007


# 2
A cluster of 2 separate species, C5H8O2 in total, computed with the ωB97M-V functional and the def2-TZVPD basis.

The energy relative to the best compared isomer or geometry (same formula, charge and spin) is 519.6 kJ/mol. The electronic energy comes out at -9404.447 eV. As for the multiplicity: 1. The value obtained for the LUMO energy is 0.698 eV.

Last column: Löwdin charge in e.
Positions of all 15 atoms, in Å:
O (1.3309, -1.1929, -0.5674)  -0.038
O (-0.5671, -0.0681, -1.9285)  0.007
C (1.4493, 0.2107, -0.8915)  -0.246
C (0.2995, 0.8505, -1.6197)  -0.049
C (-0.0095, -0.0838, 1.2369)  -0.138
C (-1.0428, -0.9150, 1.1734)  0.022
C (1.2695, -0.2553, 0.4978)  -0.257
H (-0.2639, -0.9573, -1.6101)  0.107
H (-2.2839, 1.8194, 0.0579)  0.038
H (-1.7708, 2.0397, -0.4366)  0.018
H (2.4418, 0.5372, -1.2003)  0.140
H (2.1658, -0.2534, 1.1222)  0.150
H (-0.0513, 0.8075, 1.8612)  0.112
H (-1.0177, -1.8164, 0.5654)  0.071
H (-1.9499, -0.7230, 1.7393)  0.064


# 3
A cluster of 3 separate species, C3H14NO2S2 in total in a non-equilibrium geometry, computed with the ωB97M-V functional and the def2-TZVPD basis.

The energy relative to the best compared isomer or geometry (same formula, charge and spin) is 198.6 kJ/mol. The electronic energy comes out at -30586.137 eV. As for the multiplicity: 1. The total charge is +1. The value obtained for the LUMO energy is -3.119 eV.

Last column: Löwdin charge in e.
Positions of all 22 atoms, in Å:
S (-0.3601, 2.7002, 1.3236)  0.485
S (-0.5749, 2.7092, 3.3027)  0.354
O (4.5280, -2.1427, -4.3825)  -0.110
O (-3.4960, -1.3489, 0.6967)  0.035
N (-1.4430, 0.1240, 0.6372)  0.108
C (0.6148, -0.8504, -0.1451)  -0.019
C (-0.1562, 0.5032, 0.0002)  -0.467
C (0.6282, 1.4460, 0.7815)  -0.632
H (-2.0219, 0.9619, 0.7822)  0.115
H (-0.4740, 1.0210, -0.9922)  0.188
H (3.5940, -2.0246, -4.8416)  0.098
H (1.2632, -0.8364, -1.1002)  0.126
H (-3.7145, -2.0534, 0.1060)  0.080
H (1.3454, -0.9229, 0.6762)  0.090
H (-0.0823, -1.6653, -0.2620)  0.072
H (-1.9872, -0.6570, 0.1567)  0.133
H (1.1890, 0.9753, 1.6646)  0.121
H (-1.2396, -0.3145, 1.5870)  0.195
H (-0.2680, 4.0326, 3.5393)  -0.137
H (5.1365, -2.2503, -5.1058)  0.011
H (1.4928, 1.8612, 0.1367)  0.140
H (-3.9742, -1.2681, 1.4386)  0.013


# 4
The molecule C3H7NO2, computed with the ωB97M-V functional and the def2-TZVPD basis.

The energy relative to the best compared isomer or geometry (same formula, charge and spin) is 156.4 kJ/mol. The electronic energy comes out at -8808.908 eV. As for the structure (SMILES): [H]/N=C/OCCO. As for the multiplicity: 1. The value obtained for the LUMO energy is 0.856 eV.

Last column: Löwdin charge in e.
Positions of all 13 atoms, in Å:
O (0.9277, 0.2757, 1.6392)  -0.090
O (-0.4450, -0.0840, -1.3401)  -0.059
N (-0.6093, -1.6154, 0.3919)  0.115
C (0.6647, 0.6514, -0.7854)  -0.141
C (-1.0234, -1.0817, -0.6842)  -0.297
C (0.4515, 1.1384, 0.6473)  -0.272
H (1.5860, 0.0616, -0.8495)  0.134
H (-1.2442, -2.3517, 0.6879)  0.070
H (0.5076, -0.5896, 1.4607)  0.033
H (-1.9327, -1.3660, -1.2174)  0.137
H (-0.6212, 1.3812, 0.7557)  0.125
H (1.0037, 2.0777, 0.7630)  0.120
H (0.7345, 1.5023, -1.4691)  0.124


Please write out number 4 again, unchanged.
The molecule C3H7NO2, computed with the ωB97M-V functional and the def2-TZVPD basis.

The energy relative to the best compared isomer or geometry (same formula, charge and spin) is 156.4 kJ/mol. The electronic energy comes out at -8808.908 eV. As for the structure (SMILES): [H]/N=C/OCCO. As for the multiplicity: 1. The value obtained for the LUMO energy is 0.856 eV.

Last column: Löwdin charge in e.
Positions of all 13 atoms, in Å:
O (0.9277, 0.2757, 1.6392)  -0.090
O (-0.4450, -0.0840, -1.3401)  -0.059
N (-0.6093, -1.6154, 0.3919)  0.115
C (0.6647, 0.6514, -0.7854)  -0.141
C (-1.0234, -1.0817, -0.6842)  -0.297
C (0.4515, 1.1384, 0.6473)  -0.272
H (1.5860, 0.0616, -0.8495)  0.134
H (-1.2442, -2.3517, 0.6879)  0.070
H (0.5076, -0.5896, 1.4607)  0.033
H (-1.9327, -1.3660, -1.2174)  0.137
H (-0.6212, 1.3812, 0.7557)  0.125
H (1.0037, 2.0777, 0.7630)  0.120
H (0.7345, 1.5023, -1.4691)  0.124


> What is the energy relative to the best compared isomer or geometry (same formula, charge and spin) in the third record?

198.6 kJ/mol


> What is the electronic energy in the fourth record?

-8808.908 eV